14
Properties=species:S:1:pos:R:3:forces:R:3 method="wB97M-V/def2-TZVPD" total_charge=0 multiplicity=1 e_above_lowest_kcal_mol=54.98 smiles="C[C@@H](Cl)[C@@H](Cl)OON=O" e_lumo_ha=-0.0599 fmax_ev_per_a=4.54 gap_ev=9.2
Cl -3.13283 -2.88937 -2.29719 0.83 0.18 -0.67
Cl -5.55091 -0.84288 -0.98106 -0.07 0.48 -0.39
O -0.40535 0.35447 0.77992 -0.76 -2.32 0.61
O -1.31633 -1.39213 0.04024 -1.69 -2.44 -3.44
O -2.79488 -1.27674 -0.14420 0.43 0.67 0.34
N -0.77942 -0.73692 1.09982 0.88 3.70 1.73
C -5.25900 -2.57466 1.05656 1.11 2.24 0.42
C -4.87531 -2.36267 -0.43291 -1.14 -0.57 2.51
C -3.38169 -2.47885 -0.60304 0.51 0.22 0.24
H -4.85961 -3.48354 1.48237 -0.03 -0.41 -0.11
H -3.01584 -3.30321 -0.01581 0.22 -0.36 0.16
H -4.78021 -1.71840 1.59960 -0.25 -0.76 -0.16
H -6.31169 -2.44380 1.27915 -0.23 -0.35 -0.41
H -5.38501 -3.15711 -0.94093 0.19 -0.28 -0.83

***

12
Properties=species:S:1:pos:R:3:forces:R:3 method="wB97M-V/def2-TZVPD" total_charge=0 multiplicity=2 e_above_lowest_kcal_mol=12.42 e_lumo_ha="-0.0490 / -0.0482" fmax_ev_per_a=4.85 gap_ev="3.9 / 4.5"
Mg -0.42043 -0.29979 -1.98327 0.06 0.22 0.25
O -2.07118 0.34295 -1.08548 -0.06 -0.59 0.23
O 2.02252 -1.66599 0.43167 0.35 -1.28 0.42
C 1.74120 -0.44524 0.15313 -0.36 4.05 2.64
C 0.48829 0.11249 0.34838 -1.63 -0.49 -1.68
C -1.35621 1.45213 -0.60787 0.52 0.42 0.37
C -0.14283 1.41053 0.01198 0.18 -0.84 0.31
Li -2.10669 -0.08007 0.70367 0.43 0.41 -0.55
Li 1.50932 -3.01012 1.44284 0.36 0.64 -0.63
H 2.26431 0.52250 0.59722 1.19 -1.83 -1.80
H -0.05769 -0.73936 0.80936 -1.27 -0.45 0.37
H -1.87063 2.39999 -0.82164 0.24 -0.27 0.07